[1]
{"formula": "C2H6INO3P", "method": "the ωB97M-V functional and the def2-TZVPD basis", "elements": ["C", "C", "N", "O", "O", "O", "P", "I", "H", "H", "H", "H", "H", "H"], "coordinates": [[-2.452698, -0.279719, -1.000729], [0.302059, -0.325924, -0.015380], [0.949914, -0.159155, -1.171368], [2.370468, 0.666611, 1.546004], [-0.024985, 0.584196, 2.596726], [0.526277, 2.244111, 0.581676], [0.684743, 0.950269, 1.310187], [-2.106534, -1.933395, -2.238232], [-3.186297, -0.642599, -0.283890], [-1.316603, -0.154788, -0.533936], [0.111944, -1.365906, 0.192522], [2.196197, 0.478914, 2.426107], [0.761837, -0.851753, -1.957018], [1.183677, 0.789137, -1.452667]], "forces_ev_per_a": [[1.9, 0.9, 0.5], [0.9, -0.2, 0.0], [-0.7, -0.9, -1.5], [-2.1, 0.7, -2.8], [1.2, 0.2, -1.5], [0.2, -0.7, 0.3], [-0.4, 0.6, 0.0], [0.1, -0.9, -0.7], [0.2, -0.1, 0.5], [-1.8, 0.4, -0.1], [-0.3, -0.2, 0.3], [0.6, -1.0, 3.4], [0.3, 1.2, 1.4], [-0.1, -0.1, 0.2]], "gap_ev": [6.884, 5.836], "lumo_energy_ev": [2.831, 2.520], "charge": -1, "mol_weight_g_mol": 249.95, "total_energy_ha": -999.35516}

---

[2]
{"formula": "C3H7NO3", "method": "the ωB97M-V functional and the def2-TZVPD basis", "elements": ["O", "C", "O", "C", "C", "O", "N", "H", "H", "H", "H", "H", "H", "H"], "coordinates": [[-2.450634, -0.672377, 0.771156], [-1.203173, -0.873541, 0.484834], [-0.845302, -2.156589, -0.144315], [-0.137314, 0.299580, 0.483578], [0.062216, 1.017913, -0.804935], [1.476354, 1.264982, -0.976104], [1.200500, -0.182071, 0.985643], [-1.435298, -2.732887, 0.384918], [-0.597981, 0.939104, 1.213391], [-0.254051, 2.066544, -0.636085], [-0.496775, 0.566037, -1.741027], [1.579354, 1.809819, -1.749524], [1.207183, -1.032724, 1.450637], [1.894921, -0.313788, 0.277837]], "forces_ev_per_a": [[7.6, -0.6, -1.0], [-6.4, -1.8, -1.3], [-0.1, 3.6, 2.9], [1.5, -2.3, 1.2], [0.0, 2.4, -2.2], [-0.7, -1.8, 0.3], [-2.9, 0.6, -2.3], [0.0, -0.3, -0.8], [0.0, 0.5, 0.7], [-1.0, -0.7, -0.3], [1.2, 0.6, 1.9], [0.2, 0.4, -0.6], [-0.4, -1.8, 2.5], [1.0, 1.2, -1.0]], "multiplicity": 2, "gap_ev": [11.242, 6.252], "lumo_energy_ev": [-4.569, -9.435], "charge": 1, "s_squared": 0.756, "mol_weight_g_mol": 105.09, "total_energy_ha": -398.58057}

---

[3]
{"formula": "C4H12N2O2", "method": "the ωB97M-V functional and the def2-TZVPD basis", "elements": ["C", "C", "O", "O", "H", "H", "H", "H", "H", "H", "C", "N", "C", "N", "H", "H", "H", "H", "H", "H"], "coordinates": [[2.009941, 0.635820, 0.315653], [1.023057, -0.339259, -1.291399], [1.762589, 0.154270, 1.448490], [1.753945, 2.000792, 0.109469], [1.526775, 2.353914, 0.981177], [0.195179, -0.064290, 1.653055], [2.908333, 0.346685, -0.231237], [1.660592, -1.207815, -1.126368], [0.077959, -0.711942, -1.683029], [1.450675, 0.332265, -2.035003], [-2.015943, 0.146903, -0.865026], [-1.293245, -1.550730, 1.322957], [-0.900538, 0.409659, 0.083290], [-0.747846, -0.245058, 1.213329], [-0.580009, -2.215079, 1.026870], [-1.481341, -1.715434, 2.304879], [-0.407655, 1.370192, 0.048335], [-2.923422, 0.607513, -0.458255], [-2.213133, -0.914859, -0.988400], [-1.805915, 0.606455, -1.828788]], "forces_ev_per_a": [[-0.3, 0.0, -0.1], [0.0, 0.3, 0.4], [0.0, 0.2, -0.2], [0.0, -0.3, 0.1], [0.0, -0.1, 0.0], [0.0, 0.0, -0.1], [0.0, 0.0, 0.0], [0.0, 0.0, 0.0], [-0.1, 0.0, 0.0], [0.0, 0.0, 0.0], [0.0, -0.1, 0.0], [0.0, 0.2, -0.1], [0.1, -0.2, 0.3], [0.1, -0.1, -0.4], [0.0, 0.1, 0.0], [0.0, 0.0, 0.0], [0.1, 0.0, 0.0], [0.1, 0.0, 0.0], [0.0, 0.0, 0.0], [0.0, 0.0, 0.1]], "gap_ev": 8.241, "lumo_energy_ev": 0.639, "mol_weight_g_mol": 120.15, "total_energy_ha": -419.44934}